1.
{"formula": "CH3N2O3S", "method": "wB97M-V/def2-TZVPD", "species": ["C", "N", "N", "O", "O", "O", "S", "H", "H", "H"], "positions_angstrom": [[2.24557, 1.41357, 0.21660], [1.56203, 0.54084, -0.03072], [-1.97924, -0.53455, -0.03158], [0.39416, -1.04257, -1.59881], [0.53410, -1.44361, 0.98237], [-0.90468, 0.35553, 0.25332], [0.27922, -0.72095, -0.20522], [2.93990, 2.27316, 0.20795], [-2.36150, -0.58339, 0.98239], [-2.70956, -0.25803, -0.77631]], "mulliken_charge": [0.2277, -0.1318, -0.4415, -0.4410, -0.4468, -0.1649, 1.3507, 0.4433, 0.3134, 0.2909], "mol_weight_g_mol": 123.11, "multiplicity": 1, "charge": 1, "relative_energy_kj_mol": 207.8}

---

2.
{"formula": "CH3N2O4", "method": "wB97M-V/def2-TZVPD", "species": ["O", "N", "O", "N", "C", "O", "O", "H", "H", "H"], "positions_angstrom": [[-1.16635, -0.86405, -1.05115], [-1.47070, 0.01547, -0.11309], [-2.68409, 0.18521, 0.16926], [-0.62094, 0.64030, 0.53353], [0.79166, 0.45051, 0.21891], [1.39707, -0.47081, 1.11594], [1.12921, 0.22911, -1.10308], [1.11707, 1.62112, 0.47748], [1.13380, -1.40967, 1.15618], [0.37328, -0.39719, -1.40398]], "mulliken_charge": [-0.7896, 1.1590, -0.7462, -0.7181, 0.3152, -0.5233, -0.5362, 0.1419, 0.2935, 0.4038], "smiles": "[O-][N+]([O-])=NC(O)O", "mol_weight_g_mol": 107.04, "multiplicity": 1, "charge": -1, "relative_energy_kj_mol": 129.0}

---

3.
{"formula": "CH3N2O4", "method": "wB97M-V/def2-TZVPD", "species": ["C", "N", "N", "O", "O", "O", "O", "H", "H", "H"], "positions_angstrom": [[0.01003, 0.37330, -0.02987], [-3.72011, -0.42733, -0.49748], [-1.94079, 1.13945, 1.14140], [-3.98464, 0.67281, -0.96185], [-2.98308, -0.53494, 0.46938], [-1.27322, 0.74585, 2.13319], [-1.16664, 1.17090, -0.06720], [0.64866, 0.71355, -0.81337], [-0.13350, -0.70994, -0.15158], [0.45451, 0.50330, 1.12270]], "mulliken_charge": [-0.5262, 0.2769, 0.2916, -0.5577, -0.4497, -0.5120, -0.1937, 0.2351, 0.2485, 0.1871], "mol_weight_g_mol": 107.04, "multiplicity": 1, "charge": -1, "relative_energy_kj_mol": 414.5}